No. 1
Here is a 2-piece molecular cluster, C20H22BF2N2 overall from the OMol25 dataset. Energies are from ωB97M-V with the def2-TZVPD basis set.

Geometry as XYZ:
```
47
C20H22BF2N2 (ωB97M-V with the def2-TZVPD basis set)
F -4.074 0.665 -5.193
C -3.984 0.575 -3.824
C -5.141 0.327 -3.090
C -5.036 0.226 -1.692
C -3.802 0.448 -1.072
C -2.642 0.644 -1.844
C -1.258 0.478 -1.209
C -0.101 1.293 -1.711
C 0.858 1.971 -1.023
C 2.202 2.182 -1.576
C 2.421 2.037 -2.968
C 3.701 2.157 -3.494
F 3.881 1.926 -4.839
C 4.812 2.476 -2.721
C 4.611 2.652 -1.343
C 3.336 2.525 -0.781
C -2.753 0.822 -3.224
H -6.100 0.210 -3.591
H -5.920 0.005 -1.088
H -3.719 0.407 0.021
H -1.352 0.517 -0.120
H -0.006 1.184 -2.805
H 0.699 2.343 0.004
H 1.594 1.827 -3.642
H 5.790 2.589 -3.181
H 5.473 2.878 -0.708
H 3.197 2.692 0.291
H -1.887 1.115 -3.811
H -0.988 -0.519 -1.502
B -1.547 -2.074 3.224
H -2.072 -1.287 3.956
H -2.021 -2.710 2.340
C -0.049 -2.065 3.108
N 0.310 -2.935 4.126
C -0.701 -3.758 4.738
C 1.620 -2.771 4.444
C 2.116 -1.807 3.607
N 1.077 -1.403 2.801
C 1.271 -0.490 1.697
H -0.301 -4.422 5.511
H -1.460 -3.097 5.196
H -1.241 -4.343 3.970
H 2.099 -3.311 5.247
H 3.107 -1.392 3.534
H 2.315 -0.151 1.733
H 1.080 -0.996 0.742
H 0.587 0.363 1.760
```

## Properties
- Electronic energy: -1109.07238 hartree
- HOMO-LUMO gap: 6.34 eV
- Relative energy (zero: lowest compared OMol25 entry of this formula, charge and spin): 105.5 kJ/mol
- Total charge: +1
- Molar mass: 339.2 g/mol

No. 2
Here is C20H22BF4MnN3O2S5 as an isolated structure from the OMol25 dataset. Energies are from ωB97M-V with the def2-TZVPD basis set.

Geometry as XYZ:
```
58
C20H22BF4MnN3O2S5 (ωB97M-V with the def2-TZVPD basis set)
Mn 0.269 0.554 0.312
S 5.871 5.121 -0.371
C 4.529 4.213 -0.058
S 2.984 4.505 -0.812
C 2.100 3.181 -0.048
C 2.799 2.420 0.837
S 2.249 1.052 1.728
S 4.488 2.888 1.067
S 0.440 2.994 -0.500
C -4.196 6.385 -4.976
C -2.937 5.627 -4.663
C -2.075 5.225 -5.673
C -0.905 4.541 -5.395
C -0.566 4.243 -4.077
N 0.600 3.571 -3.723
C 1.708 3.414 -4.496
O 1.881 3.916 -5.596
N 2.717 2.638 -3.958
C 2.745 1.693 -2.933
C 3.992 1.354 -2.386
C 4.034 0.341 -1.431
C 2.862 -0.258 -1.028
N 1.644 0.085 -1.504
C 1.623 0.999 -2.501
C -1.454 4.600 -3.061
C -2.615 5.284 -3.353
H -4.123 6.876 -5.945
H -4.386 7.139 -4.214
H -5.050 5.706 -5.001
H -2.320 5.454 -6.702
H -0.248 4.252 -6.200
H 0.675 3.348 -2.723
H 3.607 2.786 -4.414
H 4.889 1.861 -2.710
H 4.980 0.039 -1.002
H 2.857 -1.057 -0.294
H 0.658 1.149 -2.966
H -1.219 4.339 -2.041
H -3.282 5.559 -2.548
F -1.137 1.131 1.824
B -2.133 1.525 2.829
F -1.731 1.056 4.051
F -2.232 2.887 2.831
F -3.331 0.956 2.467
C -2.873 -0.455 -0.843
C -1.947 -1.538 -0.248
C -2.501 -2.004 1.116
C -1.892 -2.755 -1.208
O -0.688 -1.020 -0.108
H -3.904 -0.798 -0.903
H -2.522 -0.190 -1.840
H -2.829 0.431 -0.211
H -3.442 -2.533 0.993
H -2.657 -1.147 1.764
H -1.777 -2.668 1.586
H -2.891 -3.140 -1.410
H -1.294 -3.545 -0.759
H -1.428 -2.452 -2.144
```

## Properties
- ⟨S²⟩: 8.76
- Electronic energy: -4656.79714 hartree
- HOMO-LUMO gap (spin up / spin down): 5.81 / 5.90 eV
- Multiplicity: 6
- Total charge: -2
- Molar mass: 638.5 g/mol

No. 3
Here is C20H22BrClF4KN5O6S as an isolated structure from the OMol25 dataset. Energies are from ωB97M-V with the def2-TZVPD basis set.

Geometry as XYZ:
```
61
C20H22BrClF4KN5O6S (ωB97M-V with the def2-TZVPD basis set)
K -0.148 0.505 -0.579
C 2.541 2.517 0.131
N 1.584 2.831 1.175
C 2.216 3.575 2.229
C 0.378 3.501 0.689
C -0.829 3.218 1.609
N -1.283 1.866 1.386
C -1.852 1.134 2.315
C -2.170 -0.246 2.016
F -1.940 -0.693 0.748
C -2.675 -1.134 2.922
F -2.896 -2.436 2.516
C -2.965 -0.780 4.244
C -2.726 0.548 4.553
F -3.008 1.000 5.833
C -2.222 1.464 3.657
F -2.086 2.765 4.102
H 2.935 3.413 -0.377
H 2.095 1.885 -0.630
H 3.381 1.970 0.564
H 2.642 4.537 1.867
H 3.027 2.991 2.669
H 1.507 3.802 3.020
H 0.139 3.135 -0.308
H 0.543 4.589 0.594
H -1.612 3.955 1.369
H -0.533 3.417 2.648
H -3.337 -1.483 4.961
O 0.877 1.363 -4.681
Cl 1.427 1.762 -3.403
O 2.092 3.028 -3.539
O 2.345 0.756 -2.915
O 0.337 1.890 -2.427
Br 1.394 0.104 3.436
C 1.921 -1.305 2.267
C 2.894 -2.188 2.713
C 3.214 -3.237 1.876
C 2.548 -3.361 0.672
C 1.607 -2.401 0.316
N 1.313 -1.370 1.118
C 0.871 -2.545 -1.039
O 0.821 -3.698 -1.462
O 0.436 -1.508 -1.541
H 3.361 -2.049 3.678
H 3.965 -3.960 2.171
H 2.719 -4.178 -0.013
C -2.878 -2.799 -2.241
N -2.185 -2.168 -3.325
C -1.044 -2.794 -3.949
C -0.287 -1.590 -4.534
N -1.309 -0.562 -4.537
C -2.295 -0.887 -3.666
S -3.469 0.200 -3.141
H -2.138 -3.177 -1.532
H -3.498 -3.631 -2.592
H -3.514 -2.056 -1.755
H -1.379 -3.494 -4.725
H -0.458 -3.331 -3.189
H 0.068 -1.779 -5.550
H 0.549 -1.297 -3.895
H -1.013 0.411 -4.522
```

## Properties
- Electronic energy: -5932.23144 hartree
- HOMO-LUMO gap: 5.66 eV
- Relative energy (zero: lowest compared OMol25 entry of this formula, charge and spin): 67.0 kJ/mol
- Total charge: -2
- Molar mass: 690.9 g/mol

No. 4
Here is C20H22BrN2O2PtSbSe4Si as an isolated structure from the OMol25 dataset. Energies are from ωB97M-V with the def2-TZVPD basis set.

Geometry as XYZ:
```
54
C20H22BrN2O2PtSbSe4Si (ωB97M-V with the def2-TZVPD basis set)
Pt 0.447 1.206 -1.330
C 0.256 3.974 -0.066
Si 0.381 2.740 1.387
C -1.233 2.817 2.422
C 1.928 3.249 2.379
N 0.482 1.134 0.680
C 0.773 -0.024 1.293
C 0.918 -0.115 2.693
C 1.175 -1.303 3.332
C 1.295 -2.481 2.605
C 1.157 -2.446 1.230
C 0.918 -1.253 0.568
O 0.688 -1.215 -0.780
C 0.953 -2.294 -1.591
C -0.064 -2.713 -2.444
C 0.169 -3.749 -3.329
C 1.407 -4.370 -3.362
C 2.420 -3.937 -2.523
C 2.204 -2.898 -1.639
H 0.651 4.936 0.240
H -0.758 4.136 -0.412
H 0.852 3.656 -0.924
H -1.509 3.851 2.594
H -1.124 2.340 3.390
H -2.061 2.333 1.911
H 1.805 4.260 2.755
H 2.800 3.256 1.731
H 2.152 2.605 3.222
H 0.802 0.791 3.262
H 1.273 -1.322 4.404
H 1.487 -3.418 3.100
H 1.223 -3.363 0.664
H -1.020 -2.210 -2.411
H -0.621 -4.076 -3.990
H 1.585 -5.187 -4.045
H 3.388 -4.412 -2.561
H 2.995 -2.527 -1.004
Se 4.091 4.601 -0.560
Sb 4.035 2.817 -2.214
Se 3.315 0.791 -0.908
Se 0.488 1.635 -3.657
Se 1.793 3.435 -3.832
O -5.835 -1.008 0.304
C -4.567 -0.678 0.026
C -3.486 -1.482 0.386
C -2.217 -1.078 0.031
N -1.956 0.039 -0.634
C -2.986 0.806 -0.944
Br -2.574 2.411 -1.856
C -4.305 0.514 -0.652
H -5.870 -1.859 0.762
H -3.635 -2.404 0.930
H -1.372 -1.686 0.312
H -5.108 1.171 -0.943
```

## Properties
- ⟨S²⟩: 6.05
- Electronic energy: -13864.12336 hartree
- HOMO-LUMO gap (spin up / spin down): 6.76 / 5.00 eV
- Multiplicity: 5
- Total charge: 0
- Molar mass: 1063.1 g/mol

No. 5
Here is one molecule with the formula C20H22BrN3OS from the OMol25 dataset. Energies are from ωB97M-V with the def2-TZVPD basis set.

Geometry as XYZ:
```
48
C20H22BrN3OS (ωB97M-V with the def2-TZVPD basis set)
O -0.458 -2.536 -0.666
Br 2.476 -5.323 -3.504
N -1.214 -0.418 -0.324
N -1.669 2.257 0.731
S -2.943 -0.080 -2.240
C -1.239 -1.630 -1.008
C -2.000 0.466 -0.901
C -0.363 2.341 0.987
C -2.077 -1.601 -2.207
C -2.221 -2.544 -3.198
C -1.644 -6.102 -4.000
C -0.232 -6.239 -3.915
C -2.246 -4.895 -3.719
C -0.086 -3.944 -3.250
C 0.544 -5.150 -3.522
C -1.495 -3.783 -3.362
N -2.110 1.793 -0.477
C -0.702 2.423 3.567
C 2.472 2.071 3.577
C 1.321 0.309 2.169
C 0.811 2.163 0.010
C 1.930 4.001 1.244
C 0.731 4.084 2.232
C 1.919 2.498 0.974
C 0.223 2.639 2.343
C 1.527 1.820 2.322
H -2.975 -2.318 -3.953
H -2.252 -6.989 -4.194
H 0.213 -7.187 -4.183
H -3.321 -4.857 -3.802
H 0.551 -3.136 -3.013
H -2.923 2.287 -0.881
H -0.264 2.936 4.413
H -0.831 1.355 3.761
H -1.667 2.907 3.414
H 1.967 1.865 4.520
H 3.301 1.372 3.524
H 2.918 3.099 3.610
H 1.174 -0.144 3.154
H 2.202 -0.151 1.729
H 0.428 0.041 1.569
H 0.745 2.849 -0.825
H 0.906 1.124 -0.372
H 1.798 4.572 0.291
H 2.824 4.315 1.787
H 0.018 4.796 1.814
H 1.086 4.504 3.170
H 2.847 2.139 0.603
```

## Properties
- Electronic energy: -3986.97436 hartree
- HOMO-LUMO gap: 7.89 eV
- Relative energy (zero: lowest compared OMol25 entry of this formula, charge and spin): 54.5 kJ/mol
- Total charge: 0
- SMILES: CC1(C)[C@@H]2CC[C@@]1(C)/C(=N/NC1=NC(=O)/C(=C\c3cccc(Br)c3)S1)C2
- Molar mass: 432.4 g/mol